Entry P
A structure of composition C15H22N2O3S, computed with ωB97M-V/def2-TZVPD.

Each line ends with the natural charge from an NBO analysis.
Geometry (Å):
S 0.516 -2.228 -0.909  -0.23
O -4.079 -2.381 -0.072  -0.44
O 4.303 0.876 -2.153  -0.72
O -4.262 2.464 -0.446  -0.51
N 2.107 -0.854 0.753  -0.41
N -0.093 -0.290 0.538  -0.58
C -4.283 -0.030 -0.373  -0.36
C 3.156 -1.572 0.432  -0.28
C -3.549 -1.304 -0.084  0.37
C -1.552 -0.234 0.254  0.22
C -3.507 1.147 -0.368  0.35
C -3.630 3.592 -0.578  -0.20
C 3.095 1.104 1.341  -0.42
C 2.331 0.132 1.779  -0.22
C -2.214 0.958 0.164  -0.41
C 4.004 -0.508 -0.197  -0.15
C 4.478 0.704 0.585  -0.35
C 3.510 0.034 -1.609  0.02
C 0.775 -1.124 0.258  0.27
C -5.567 -2.506 -0.232  -0.29
C -2.206 -1.494 0.040  -0.29
H -5.979 -2.039 -1.075  0.19
H -6.288 -1.989 0.460  0.20
H -1.690 -2.350 0.523  0.26
H 4.958 1.252 0.087  0.18
H 5.120 0.363 1.455  0.18
H -3.041 3.529 0.381  0.15
H 3.278 -1.116 -2.316  0.11
H 3.653 -2.105 1.062  0.19
H -2.771 3.511 -1.387  0.14
H 5.166 0.533 -2.832  0.49
H -4.263 4.337 -0.648  0.19
H 1.445 0.444 2.322  0.22
H 2.643 1.631 0.532  0.19
H 2.678 0.495 -1.486  0.15
H -1.602 1.955 0.150  0.21
H 5.085 -1.112 -0.773  0.14
H 3.419 1.731 1.984  0.21
H -5.246 -0.016 -0.484  0.21
H 2.869 -0.517 2.480  0.19
H 0.102 0.911 0.851  0.40
H -5.747 -3.566 -0.277  0.21
H 2.875 -2.366 -0.131  0.26

---

Entry Q
The molecule C15H22N2O3S, computed with ωB97M-V/def2-TZVPD.

Each line ends with the natural charge from an NBO analysis.
Geometry (Å):
S -3.354 3.268 -0.136  0.18
O -2.261 -2.612 -1.399  -0.61
O 0.423 -0.126 1.221  -0.65
O -3.718 -2.225 0.262  -0.50
N 1.581 -0.525 -0.717  -0.63
N -0.708 -0.521 -0.707  -0.65
C -2.646 -1.944 -0.473  0.80
C 2.645 -2.004 1.567  -0.64
C -2.903 0.536 -0.314  -0.41
C 3.667 0.651 -0.951  -0.19
C 2.891 -0.267 -0.251  0.13
C -4.523 3.080 1.241  -0.74
C 5.790 1.944 -1.313  -0.62
C 5.481 0.285 0.545  -0.21
C -1.972 -0.656 -0.025  -0.16
C 4.721 -0.644 1.227  -0.19
C -2.276 1.834 0.170  -0.52
C 3.422 -0.953 0.843  -0.01
C -4.438 -3.399 -0.099  -0.26
C 4.965 0.940 -0.567  -0.03
C 0.445 -0.384 0.037  0.80
H -1.771 -0.699 1.053  0.26
H 2.141 -2.662 0.859  0.22
H -5.258 -3.481 0.610  0.20
H -3.974 3.071 2.178  0.21
H 5.148 -1.158 2.076  0.21
H -5.185 3.939 1.206  0.23
H -2.052 1.797 1.235  0.22
H 6.790 1.555 -1.501  0.22
H -4.818 -3.311 -1.118  0.19
H -5.098 2.167 1.122  0.21
H 5.329 2.201 -2.264  0.21
H 3.238 1.151 -1.809  0.19
H 3.300 -2.596 2.201  0.21
H -3.090 0.602 -1.388  0.21
H 1.878 -1.540 2.186  0.25
H 6.490 0.498 0.869  0.21
H -3.789 -4.274 -0.039  0.20
H -1.355 2.038 -0.374  0.23
H -0.663 -1.014 -1.589  0.41
H -3.852 0.359 0.194  0.22
H 5.892 2.856 -0.725  0.22
H 1.465 -0.441 -1.717  0.39

---

Stability check: which of them is most stable? entry Q.

---

Entry P
The ion C6H12N3 with charge +1, computed with ωB97M-V/def2-TZVPD.

Each line ends with the natural charge from an NBO analysis.
Geometry (Å):
N 2.304 0.269 -1.344  -0.69
N 1.715 0.753 0.778  -0.53
N -0.509 0.526 0.151  -0.49
C 0.345 0.744 1.352  -0.07
C -1.574 -1.624 -0.124  -0.67
C -1.720 1.214 -0.099  -0.42
C 0.914 -1.275 -0.140  -0.41
C -0.350 -0.856 -0.112  0.30
C 1.723 -0.035 -0.230  0.59
H -2.128 -1.190 0.650  0.24
H -0.093 1.643 1.893  0.25
H 2.114 1.639 0.688  0.40
H 2.523 -0.538 -2.049  0.44
H -1.481 -2.671 -0.188  0.25
H -2.538 1.183 0.723  0.20
H -1.460 2.182 -0.427  0.22
H 1.495 -2.243 -0.222  0.28
H 0.111 -0.009 2.108  0.22
H 2.940 1.005 -1.366  0.41
H -2.256 0.648 -0.971  0.23
H -2.075 -1.368 -1.072  0.25

Properties
Net charge: +1

---

Entry Q
The ion C6H12N3 with charge +1, computed with ωB97M-V/def2-TZVPD.

Each line ends with the natural charge from an NBO analysis.
Geometry (Å):
N 1.151 1.645 -0.523  -0.39
N -0.897 0.661 0.083  -0.41
N 1.804 0.424 -0.968  -0.52
C -1.771 -0.233 -0.069  0.49
C -2.669 -0.239 -1.331  -0.68
C -0.035 1.566 0.022  0.35
C -2.189 -0.997 1.261  -0.66
C 3.623 -0.851 0.429  -0.41
C 2.392 -0.429 0.507  -0.01
H -3.023 -0.400 1.714  0.26
H 3.903 -1.416 1.277  0.23
H 1.497 -0.648 1.057  0.21
H 4.479 -0.648 -0.176  0.24
H -2.596 -1.346 -1.576  0.26
H -2.340 0.363 -2.200  0.26
H -1.260 -1.010 1.961  0.24
H -3.749 -0.011 -0.947  0.27
H 1.868 2.336 -0.404  0.43
H -0.248 2.635 0.381  0.23
H -2.468 -2.019 1.103  0.25
H 2.528 0.617 -1.602  0.37

Properties
Net charge: +1

---

Entry R
The ion C6H12N3 with charge +1, computed with ωB97M-V/def2-TZVPD.

Each line ends with the natural charge from an NBO analysis.
Geometry (Å):
N 0.374 0.113 -0.323  -0.14
N -1.508 0.788 0.996  -0.63
N 0.088 -1.365 -0.064  -0.23
C 1.872 0.210 -0.436  -0.06
C -0.877 -1.585 0.768  0.14
C -1.913 -0.630 1.319  -0.30
C 2.591 -0.325 -1.347  -0.29
C -0.016 0.946 0.870  -0.06
C -0.362 0.527 -1.502  -0.41
H 2.011 -0.900 -2.084  0.21
H -1.957 -0.860 2.331  0.23
H 2.369 0.714 0.295  0.22
H -2.766 -0.905 0.777  0.25
H 0.042 1.599 -1.766  0.23
H 3.663 -0.363 -1.443  0.26
H 0.031 2.028 0.569  0.25
H -1.830 1.407 1.776  0.41
H -0.791 -2.573 1.118  0.24
H 0.608 0.647 1.660  0.21
H -0.302 -0.124 -2.319  0.24
H -1.328 0.649 -1.195  0.24

Properties
Net charge: +1

---

Stability check: which of them is most stable? entry P.